C23H21N3O6S | wB97M-V/def2-TZVPD

For the lowest unoccupied orbital energy, the calculation gives -0.85 eV. The total energy is -51780.2346 eV. The energy above the lowest of the compared OMol25 structures with the same formula, charge and spin is 72.6 kcal/mol. The highest occupied orbital energy comes out at -8.939 eV. As for the SMILES: Cc1cccc(NS(=O)(=O)c2cc(NC(=O)CC(=O)c3ccc([N+](=O)[O-])cc3)ccc2C)c1. As for the max |F|: 1.22 eV Å⁻¹.

XYZ file:
```
54
Properties=species:S:1:pos:R:3:forces:R:3:nbo_charge:R:1
C -1.598413 0.613527 1.227863 0.36 0.42 -0.01 -0.35
C 0.113121 -3.710916 0.018994 0.26 0.16 -0.56 0.69
O 3.246183 -4.049817 1.010944 -0.01 0.01 0.07 -0.49
C 2.771289 0.161059 1.396419 0.02 0.29 -0.11 -0.17
N 2.873822 2.286726 0.172330 0.41 0.08 -0.08 0.54
H -4.530351 1.322141 2.028866 -0.09 0.05 -0.01 0.22
O 0.370783 2.259862 0.803228 -0.41 0.00 -0.16 -0.95
H 0.409393 -1.889525 -0.839073 -0.11 -0.21 0.12 0.41
C -2.737384 0.180094 1.892385 -0.12 0.00 0.11 0.00
H -4.366315 -0.230669 -3.529641 -0.09 -0.02 -0.04 0.22
H -3.564106 1.082575 -1.414518 -0.11 -0.04 0.11 0.20
H -2.796842 2.961958 -0.139217 -0.14 0.08 0.10 0.40
H 2.709186 -1.770707 2.322393 0.00 -0.03 0.09 0.24
H 0.061752 0.130966 0.012910 0.19 -0.11 -0.11 0.24
C -2.234201 -2.079719 1.134733 0.07 -0.11 -0.08 -0.20
H 2.743013 0.711309 -1.942356 0.01 0.01 -0.03 0.25
H -3.141823 2.048007 2.848814 -0.19 -0.04 0.12 0.26
O -0.537438 -4.463673 0.695168 -0.14 -0.23 0.31 -0.57
C -0.119937 1.082523 -3.111810 0.06 0.00 0.06 -0.20
C -3.021459 -1.185687 1.836339 0.13 0.26 -0.07 -0.19
C 2.623177 -1.925255 0.193829 0.35 0.43 0.21 -0.14
C -1.114584 -1.613437 0.453844 -0.28 0.33 0.28 0.12
H 1.596937 -5.160597 -0.532625 -0.02 0.14 -0.04 0.26
N -1.822933 2.788864 -0.344251 0.38 0.27 0.84 -0.84
H -3.149002 -1.249148 -4.308584 -0.03 -0.06 -0.06 0.22
O 2.657811 2.839989 -0.881347 -0.08 0.35 -0.39 -0.38
C 1.470053 -4.079381 -0.587522 -0.02 -0.45 0.31 -0.60
C 2.638576 -1.226963 -1.014975 0.10 -0.18 0.26 -0.18
O -1.510478 3.169766 2.105727 -0.20 -0.04 -0.09 -0.92
H -0.898811 -0.471377 -4.360060 0.00 -0.07 -0.10 0.21
H 1.522756 -3.740148 -1.620604 0.02 0.04 -0.07 0.23
N -0.239041 -2.424105 -0.275202 -0.01 0.17 -0.30 -0.62
C 2.716753 0.153532 -1.019182 0.01 0.37 0.07 -0.21
S -1.036615 2.314600 1.063401 -0.30 -0.13 0.10 2.33
C -0.809538 -0.260690 0.511302 0.15 -0.44 -0.01 -0.17
C -2.353879 0.198935 -2.943040 0.01 0.04 -0.02 -0.01
H 2.823701 0.725622 2.313934 -0.01 0.02 0.06 0.26
C -1.606199 1.946219 -1.450559 0.15 -0.39 -0.80 0.12
C -1.102018 0.205813 -3.543117 -0.04 -0.03 0.02 -0.23
C -3.423808 -0.753809 -3.381240 -0.01 -0.01 0.04 -0.63
H -3.891439 -1.553292 2.360028 -0.09 -0.03 0.08 0.22
C -3.644958 1.111489 2.630313 -0.10 0.08 0.11 -0.66
O 3.220416 2.827897 1.191553 0.03 0.25 0.34 -0.35
C 2.703673 -1.219347 1.394747 -0.01 -0.11 -0.22 -0.17
H -3.980183 0.654984 3.558962 -0.06 0.00 0.06 0.23
H -2.469901 -3.131142 1.121644 -0.03 -0.06 -0.01 0.25
H 2.630938 -1.759670 -1.955196 -0.05 -0.04 -0.10 0.22
C 2.543251 -3.418758 0.266109 -0.04 -0.08 -0.30 0.58
H 0.840376 1.094567 -3.605328 0.11 0.02 -0.05 0.21
H 0.401129 2.632688 -1.715721 0.08 0.08 0.00 0.25
C -0.359667 1.954896 -2.066486 -0.09 0.08 -0.03 -0.24
C 2.772185 0.839813 0.186499 -0.03 -1.22 -0.02 0.05
C -2.594809 1.077901 -1.895274 0.11 0.17 -0.01 -0.20
H -3.581482 -1.514710 -2.616546 -0.05 -0.08 0.00 0.22
```
Positions in Å, forces in eV/Å.